21
Properties=species:S:1:pos:R:3:lowdin_charge:R:1 method="wB97M-V/def2-TZVPD" homo_lumo_gap_ev=10.3 smiles=C[Si](C)(C)[SiH2]O[SiH3] homo_ev=-9.6 e_tot_ev=-29019.38761 de_lowest_kcal_mol=0.0 e_lumo_ha=0.02753
C 1.05486 1.36307 0.77657 -0.222
Si -0.36067 0.66193 -0.34173 0.483
C -1.83278 0.49147 0.90359 -0.211
C -0.54377 1.93849 -1.81078 -0.213
Si 0.24462 -1.30346 -1.28602 0.427
O 0.84456 -2.03520 0.01820 -0.604
Si 0.93749 -3.05854 1.22122 0.480
H 1.84508 0.69787 1.26263 0.045
H 1.65315 2.02859 0.13542 0.010
H 0.56123 2.01036 1.54477 0.031
H -2.73228 0.61344 0.31613 0.011
H -1.84559 -0.44135 1.46332 0.018
H -1.86492 1.26514 1.62747 0.003
H -1.58784 1.99952 -2.16222 0.026
H -0.07149 2.88065 -1.80599 -0.002
H 0.02940 1.35826 -2.56212 -0.001
H -0.56577 -2.38028 -1.89386 -0.054
H 1.16593 -1.07448 -2.44198 -0.060
H 2.39625 -3.42200 1.24498 -0.054
H 0.41421 -2.06725 2.32938 -0.030
H 0.11405 -4.25212 1.25055 -0.084

22
Properties=species:S:1:pos:R:3:lowdin_charge:R:1 method="wB97M-V/def2-TZVPD" homo_lumo_gap_ev=10.4 homo_ev=-13.2 e_tot_ev=-10423.49582 charge=+1 de_lowest_kcal_mol=12.2 e_lumo_ha=-0.10259
C 1.96800 -0.00145 -0.53042 -0.238
C 0.88613 0.72489 -1.30908 -0.187
C -0.56783 0.24367 -1.16575 -0.127
N -0.97102 -0.20553 0.23372 0.187
N 1.54226 -1.43724 -0.44928 -0.007
H 2.05468 0.37116 0.47723 0.070
H 2.96004 -0.03442 -1.04532 0.130
H 0.91096 1.82681 -1.23020 0.119
H 1.08878 0.71579 -2.37011 0.111
H -1.26620 1.08726 -1.28025 0.132
H -0.70189 -0.60108 -1.83925 0.126
H -1.92763 0.05588 0.45403 0.109
H -0.34352 0.16469 0.92851 0.114
H -0.93287 -1.24269 0.28775 0.168
H 1.90844 -1.81428 0.42783 0.074
H 1.89420 -1.99210 -1.21508 0.079
H -4.43770 1.25954 0.66854 0.074
H -4.90873 -0.07039 0.18378 0.055
O -4.08584 0.42503 0.27878 -0.065
H 1.95765 -0.55143 2.92654 0.061
H 1.59423 0.95194 3.00810 0.067
O 1.37786 0.12394 2.55994 -0.051

25
Properties=species:S:1:pos:R:3:lowdin_charge:R:1 method="wB97M-V/def2-TZVPD" homo_lumo_gap_ev=10.8 homo_ev=-13.4 e_tot_ev=-16566.49944 charge=+1 de_lowest_kcal_mol=0.0 e_lumo_ha=-0.09451
C -2.04154 -0.27422 -1.34493 -0.058
C -1.20984 -1.15148 -1.92673 0.007
N -0.11794 -1.22081 -1.02021 0.086
C -0.36891 -0.56661 0.11318 -0.087
N -1.58716 -0.04484 -0.08162 0.089
H -3.01439 0.05001 -1.67067 0.137
H -0.87894 -1.59808 -2.84737 0.130
H 0.63556 -1.88873 -1.06178 0.132
H 0.08666 -0.70761 1.07286 0.135
H -2.01914 0.59378 0.57484 0.119
H 4.91038 0.01466 -0.26786 0.081
H 3.70736 -0.37496 -0.98692 0.024
O 3.95612 -0.07559 -0.14905 -0.013
H 2.71497 -1.91095 0.49920 0.044
H 1.76379 -3.08332 0.82454 0.077
O 1.78263 -2.14321 0.60796 -0.044
H 1.51072 2.15596 0.84258 0.050
H 2.52408 1.29785 0.07428 0.016
O 1.59675 1.33867 0.34620 -0.054
H -2.06414 3.53656 -0.32633 0.063
H -0.99652 2.54790 -0.43611 0.039
O -1.95823 2.59764 -0.53646 -0.049
H -2.65747 0.72256 3.20496 0.055
H -1.20842 0.46200 3.44508 0.059
O -1.82519 0.67230 2.73301 -0.038

22
Properties=species:S:1:pos:R:3:lowdin_spin:R:1 method="wB97M-V/def2-TZVPD" homo_lumo_gap_ev="2.6 / 9.2" homo_ev="0.9 / -5.7" e_tot_ev=-10985.19772 charge=-1 multiplicity=2 de_lowest_kcal_mol=23.8 e_lumo_ha="0.12655 / 0.12777"
C 2.84768 1.08747 0.07810 0.045
C 1.48473 1.04187 -0.61541 0.048
N 0.72152 -0.17833 -0.35812 0.028
C 0.36495 -0.95945 -1.55094 0.063
H 3.64089 0.74602 -0.58873 0.002
H 2.93885 0.41737 0.93627 0.010
H 3.13499 2.05663 0.46199 0.007
H 1.68582 1.19810 -1.67293 0.002
H 0.91641 1.92805 -0.33805 0.026
H 1.35198 -0.77308 0.16348 0.016
H -0.60129 -1.44730 -1.33768 0.024
H 0.24098 -0.35752 -2.45957 0.004
H 1.06018 -1.76708 -1.75957 0.005
H -1.11796 0.76243 4.06888 0.059
H -2.30884 1.38037 3.36494 0.090
O -1.96530 1.19748 4.26070 0.223
H -3.59297 -4.47915 -0.22022 0.016
H -2.64238 -4.66683 0.95972 0.023
O -2.75913 -4.89660 0.03040 0.088
H -1.24357 2.29177 -0.69446 0.049
H -2.54366 2.71917 -1.22837 0.041
O -1.61389 2.69862 -1.50041 0.131

22
Properties=species:S:1:pos:R:3:lowdin_charge:R:1 method="wB97M-V/def2-TZVPD" homo_lumo_gap_ev=10.9 smiles=CCCN.O.O.O homo_ev=-10.4 e_tot_ev=-10986.77983 de_lowest_kcal_mol=19.2 e_lumo_ha=0.01832
C -1.20558 1.16757 -1.64152 -0.119
C -1.06013 2.09444 -0.43909 -0.278
C 0.35762 2.25447 0.01378 -0.267
N 0.87470 0.94525 0.52043 -0.006
H -0.73573 1.65977 -2.51270 0.076
H -2.17748 0.96449 -2.10026 0.069
H -0.72316 0.19409 -1.54769 0.057
H -1.61505 2.99534 -0.72144 0.108
H -1.68043 1.72753 0.39226 0.104
H 0.30609 2.94790 0.86409 0.109
H 1.00565 2.61978 -0.78025 0.115
H 0.28432 0.73376 1.31454 0.064
H 1.76050 1.17961 0.95423 0.086
O 0.07264 -4.60114 -0.49522 -0.044
H -0.01502 -5.01494 0.34918 0.013
H 0.43671 -3.75280 -0.24818 -0.007
O 1.60346 -1.55836 -0.62921 -0.081
H 2.11904 -1.39607 -1.41088 0.023
H 1.28390 -0.69332 -0.30174 -0.028
O -0.01357 -1.48826 3.09183 -0.060
H -0.80470 -0.92970 3.01721 0.038
H -0.07377 -2.04939 2.31063 0.029

22
Properties=species:S:1:pos:R:3:lowdin_charge:R:1 method="wB97M-V/def2-TZVPD" homo_lumo_gap_ev=9.6 smiles=CC(C)N.O.O.O homo_ev=-9.4 e_tot_ev=-10986.71929 de_lowest_kcal_mol=20.6 e_lumo_ha=0.00838
C -0.57140 1.06780 -1.40911 -0.084
C 0.71769 0.35794 -1.06653 -0.506
C 1.21053 -0.58945 -2.20913 -0.067
N 1.85301 1.26063 -0.77176 0.015
H -0.45309 1.85613 -2.15446 0.077
H -1.36651 0.39572 -1.72075 0.072
H -0.99105 1.56085 -0.52377 0.068
H 0.55475 -0.32802 -0.24030 0.096
H 0.73109 -1.55569 -2.04733 0.049
H 0.82589 -0.25210 -3.18088 0.072
H 2.30565 -0.58012 -2.20702 0.072
H 1.64121 1.94134 -0.03688 0.067
H 2.05048 1.78198 -1.61247 0.063
O -1.13953 -0.96481 2.29161 -0.061
H -0.27926 -1.23324 2.62844 0.040
H -1.27242 -1.53555 1.51785 -0.010
O -0.44721 1.84371 2.77230 -0.072
H 0.03096 1.39207 2.07593 -0.002
H -1.39972 1.70193 2.64540 0.040
O -1.12681 -2.47085 -0.16121 -0.053
H -0.29601 -2.94885 -0.00934 0.063
H -1.42225 -2.99989 -0.91496 0.062

22
Properties=species:S:1:pos:R:3:lowdin_charge:R:1 method="wB97M-V/def2-TZVPD" homo_lumo_gap_ev=9.4 smiles=CCNC.O.O.O homo_ev=-8.7 e_tot_ev=-10985.53655 de_lowest_kcal_mol=47.8 e_lumo_ha=0.02507
C -2.20088 0.30467 -2.78112 -0.102
C -0.74015 0.06893 -2.36544 -0.271
N -0.61444 -0.46853 -0.98063 -0.132
C -1.22000 0.42511 0.03104 -0.138
H -2.58370 1.28737 -3.04166 0.069
H -2.83692 0.02092 -1.93806 0.053
H -2.47124 -0.47128 -3.49393 0.065
H 0.01874 0.83101 -2.54563 0.099
H -0.50823 -0.80434 -2.97699 0.093
H 0.34388 -0.48539 -0.74696 0.068
H -2.18170 0.76139 -0.33452 0.050
H -1.51084 -0.20913 0.87147 0.071
H -0.59236 1.25977 0.34389 0.074
O 3.43222 -3.92123 2.68184 -0.065
H 3.22552 -4.70232 2.15507 0.032
H 2.55308 -3.54594 2.81059 0.032
O -0.71927 1.33778 6.44309 -0.057
H -0.72991 1.53398 7.38083 0.028
H -1.19419 0.50830 6.35168 0.030
O 3.11202 1.94062 -2.80106 -0.075
H 4.03984 1.65083 -2.83986 0.038
H 3.37852 2.67752 -2.22363 0.038

22
Properties=species:S:1:pos:R:3:lowdin_charge:R:1 method="wB97M-V/def2-TZVPD" homo_lumo_gap_ev=10.3 smiles=CN(C)C.O.O.O homo_ev=-9.5 e_tot_ev=-10986.47925 de_lowest_kcal_mol=26.1 e_lumo_ha=0.03055
C 0.64671 -0.75043 -0.93538 -0.093
N 1.18619 0.20906 0.03514 -0.369
C 2.62161 0.37637 -0.16088 -0.084
C 0.89317 -0.23570 1.38834 -0.086
H 0.82179 -0.39244 -1.96104 0.097
H 1.08680 -1.75472 -0.81013 0.096
H -0.43493 -0.85606 -0.79865 0.065
H 2.99314 1.12033 0.53850 0.086
H 2.81257 0.72099 -1.17009 0.086
H 3.15005 -0.56824 0.01099 0.088
H 1.28942 0.49472 2.09139 0.089
H -0.17548 -0.28388 1.53673 0.076
H 1.35761 -1.20701 1.59419 0.094
O -2.17809 -1.82575 0.57392 -0.082
H -2.91527 -2.40037 0.80071 0.034
H -2.58766 -0.98566 0.30476 -0.015
O -0.61595 2.04428 -0.47262 -0.111
H -1.29188 2.54734 -0.03173 0.032
H 0.07851 1.32803 -0.30129 0.006
O -3.06289 0.64401 -0.42325 -0.073
H -2.19599 1.10154 -0.51713 0.005
H -3.47943 0.67358 -1.29248 0.060